This record from the Open Molecules 2025 dataset describes a cluster of 2 separate species, C2H9N4O in total. The level of theory is ωB97M-V/def2-TZVPD.

Atoms and positions in Å:
N  -2.34988  1.20572  0.49140
H  0.81333  -1.54848  1.96477
N  2.92166  -0.62965  0.99520
H  -1.24604  1.54445  -1.26811
H  -3.15053  0.79361  0.91908
H  -0.23296  -1.21537  0.64804
O  -2.65220  0.08403  -1.54322
H  3.69585  -0.23879  0.50992
N  1.56213  0.03044  -0.80386
C  1.69238  -0.55734  0.41617
H  3.13274  -1.41043  1.60852
N  0.65635  -1.15554  1.02779
C  -2.07006  0.92812  -0.86477
H  2.32946  0.54212  -1.17104
H  -2.03590  2.06628  0.87210
H  0.64588  0.41289  -1.01968

Forces on the atoms, in the same order (eV/Å):
0.9 -0.8 -2.2
-0.3 0.4 -0.8
-1.6 -0.4 -0.2
-0.1 0.1 0.1
-0.5 -0.3 0.0
-1.8 0.0 -0.9
1.3 1.4 1.4
0.5 0.3 -0.3
-1.1 -0.4 1.8
0.5 -0.6 -0.3
-0.1 0.3 -0.1
3.0 0.4 1.2
-1.8 -1.0 0.6
0.6 0.3 -0.3
0.2 0.6 0.2
0.2 -0.2 -0.2

Output
- E (eV) = -10222.5445
- HOMO-LUMO gap (eV) = 10.25
- ΔE to the lowest compared entry with this formula, charge and spin (eV) = 0.706
- HOMO energy (eV) = -13.568
- LUMO energy (eV) = -3.32
- net charge = +1

Need the Löwdin charges? In units of e they are: atom 1 (N): 0.115, atom 2 (H): 0.155, atom 3 (N): 0.199, atom 4 (H): 0.114, atom 5 (H): 0.095, atom 6 (H): 0.097, atom 7 (O): 0.018, atom 8 (H): 0.118, atom 9 (N): 0.218, atom 10 (C): -0.407, atom 11 (H): 0.139, atom 12 (N): 0.227, atom 13 (C): -0.387, atom 14 (H): 0.121, atom 15 (H): 0.078, atom 16 (H): 0.101